(1)
{
  "formula": "C28H58N6O36",
  "method": "wB97M-V/def2-TZVPD",
  "species": ["C", "C", "O", "N", "H", "H", "C", "H", "H", "H", "H", "H", "H", "C", "C", "O", "N", "H", "H", "C", "H", "H", "H", "H", "H", "H", "C", "C", "O", "N", "H", "H", "C", "H", "H", "H", "H", "H", "H", "C", "C", "O", "N", "H", "H", "C", "H", "H", "H", "H", "H", "H", "C", "C", "O", "N", "H", "H", "C", "H", "H", "H", "H", "H", "H", "C", "C", "O", "N", "H", "H", "C", "H", "H", "H", "H", "H", "H", "O", "C", "O", "O", "H", "O", "C", "O", "O", "H", "O", "C", "O", "O", "H", "O", "C", "O", "O", "H", "O", "C", "O", "O", "H", "O", "C", "O", "O", "H", "O", "C", "O", "O", "H", "O", "C", "O", "O", "H", "O", "C", "O", "O", "H", "O", "C", "O", "O", "H"],
  "coordinates": [[-2.597, -7.016, 5.674], [-3.223, -7.911, 6.645], [-2.928, -9.042, 6.800], [-4.078, -7.194, 7.667], [-3.836, -7.687, 8.515], [-3.799, -6.247, 7.881], [-5.621, -7.329, 7.284], [-2.112, -6.180, 6.178], [-3.249, -6.605, 4.903], [-1.796, -7.557, 5.170], [-5.830, -6.560, 6.540], [-6.144, -7.287, 8.239], [-5.773, -8.258, 6.734], [5.860, 6.244, -1.415], [7.247, 5.771, -1.056], [8.032, 6.432, -0.369], [7.661, 4.432, -1.583], [7.288, 3.731, -0.959], [7.002, 4.352, -2.344], [9.195, 4.241, -1.921], [5.224, 5.360, -1.377], [5.721, 6.566, -2.447], [5.456, 7.005, -0.747], [9.652, 4.375, -0.941], [9.526, 5.037, -2.589], [9.446, 3.242, -2.278], [-2.105, 5.483, 4.041], [-2.145, 4.819, 5.466], [-1.175, 4.883, 6.194], [-3.468, 4.253, 6.018], [-3.931, 3.743, 5.278], [-3.143, 3.597, 6.714], [-4.326, 5.381, 6.594], [-1.543, 6.416, 4.005], [-3.129, 5.622, 3.696], [-1.574, 4.778, 3.402], [-5.191, 4.880, 7.028], [-4.466, 6.096, 5.783], [-3.766, 5.894, 7.376], [-2.364, 4.286, -8.438], [-3.098, 4.527, -7.168], [-4.171, 5.066, -7.204], [-2.555, 3.851, -5.903], [-1.621, 3.475, -5.981], [-2.519, 4.607, -5.233], [-3.480, 2.821, -5.408], [-1.474, 4.906, -8.328], [-2.841, 4.646, -9.349], [-2.104, 3.255, -8.679], [-3.100, 2.348, -4.503], [-3.480, 2.083, -6.210], [-4.400, 3.367, -5.197], [8.451, -5.598, -2.214], [7.627, -5.619, -3.515], [8.059, -6.194, -4.515], [6.408, -4.683, -3.721], [5.643, -5.129, -4.207], [5.936, -4.403, -2.873], [6.815, -3.385, -4.376], [8.966, -6.555, -2.291], [7.741, -5.681, -1.392], [9.166, -4.787, -2.076], [7.852, -3.189, -4.105], [6.279, -2.526, -3.973], [6.661, -3.440, -5.454], [-1.984, -1.549, 0.744], [-0.959, -0.413, 0.528], [-1.286, 0.785, 0.771], [0.119, -0.616, -0.520], [0.327, -1.580, -0.303], [-0.358, -0.677, -1.408], [1.293, 0.355, -0.426], [-2.989, -1.135, 0.662], [-1.908, -1.896, 1.775], [-1.824, -2.520, 0.276], [1.946, 0.229, -1.289], [1.829, 0.079, 0.482], [0.900, 1.350, -0.216], [-0.640, -4.173, -5.764], [-1.318, -3.066, -5.949], [-1.148, -2.164, -5.115], [-1.922, -2.888, -6.997], [-0.344, -4.060, -4.857], [-7.593, -5.324, 1.574], [-6.957, -6.491, 1.466], [-6.991, -7.287, 2.389], [-6.231, -6.666, 0.490], [-7.458, -4.876, 0.736], [5.635, -2.461, 0.124], [6.634, -1.825, 0.726], [6.738, -1.975, 1.961], [7.385, -1.036, 0.108], [5.286, -2.999, 0.839], [2.687, -6.828, -0.560], [1.885, -5.772, -0.407], [1.997, -5.061, 0.595], [1.177, -5.508, -1.328], [2.345, -7.047, -1.430], [-8.305, 1.835, 1.849], [-7.393, 2.271, 2.597], [-7.212, 3.470, 2.723], [-6.727, 1.443, 3.184], [-8.204, 0.938, 2.176], [-8.066, 0.718, -2.630], [-7.771, -0.562, -2.798], [-7.718, -1.297, -1.806], [-7.604, -1.110, -3.873], [-7.991, 0.642, -1.676], [2.440, 2.521, -6.433], [3.719, 2.497, -6.532], [4.478, 2.924, -5.626], [4.088, 1.633, -7.342], [2.817, 2.013, -7.155], [4.716, 3.474, 2.627], [4.860, 3.894, 3.832], [5.258, 3.070, 4.617], [4.657, 5.119, 4.098], [4.900, 2.583, 2.933], [-4.512, -2.319, 6.787], [-3.530, -1.832, 7.452], [-3.260, -2.328, 8.551], [-2.879, -0.947, 6.857], [-4.759, -1.572, 6.236], [-1.358, 8.979, -1.270], [-1.646, 7.740, -1.704], [-0.772, 6.872, -1.713], [-2.803, 7.507, -2.131], [-0.448, 9.109, -0.992]],
  "gap_ev": 1.40,
  "e_homo_ev": 1.43,
  "e_lumo_ev": 2.8,
  "charge": -4
}

(2)
{
  "formula": "C28H59AlBrNO2",
  "method": "wB97M-V/def2-TZVPD",
  "species": ["C", "C", "C", "C", "C", "C", "C", "C", "C", "Al", "Br", "C", "C", "C", "C", "O", "C", "O", "C", "C", "C", "C", "C", "H", "H", "H", "H", "H", "H", "H", "H", "H", "H", "H", "H", "H", "H", "H", "H", "H", "H", "H", "H", "H", "H", "H", "H", "H", "H", "H", "H", "H", "H", "H", "H", "H", "H", "H", "H", "H", "H", "H", "C", "C", "C", "C", "N", "C", "C", "C", "C", "C", "H", "H", "H", "H", "H", "H", "H", "H", "H", "H", "H", "H", "H", "H", "H", "H", "H", "H", "H", "H"],
  "coordinates": [[0.495, 3.076, 0.589], [0.305, 3.653, -0.829], [-0.517, 4.961, -0.931], [-1.858, 4.849, -1.677], [-3.129, 4.658, -0.826], [-3.052, 3.774, 0.423], [-3.105, 2.233, 0.226], [-3.172, 1.698, -1.211], [-2.709, 0.234, -1.317], [-3.177, -0.726, -3.030], [-3.865, 0.930, -4.656], [-1.490, -1.491, -3.810], [-0.415, -0.404, -3.962], [0.965, -0.946, -4.357], [1.708, -1.555, -3.156], [1.326, -0.927, -1.894], [0.520, -1.602, -1.066], [0.927, -2.123, -0.064], [-4.685, -2.021, -2.861], [-4.298, -3.196, -1.946], [-6.011, -1.277, -2.495], [-6.692, -1.620, -1.166], [-5.908, -1.175, 0.074], [1.542, 2.825, 0.783], [0.167, 3.781, 1.358], [-0.085, 2.161, 0.727], [1.296, 3.832, -1.257], [-0.158, 2.891, -1.464], [-0.664, 5.379, 0.071], [0.087, 5.690, -1.480], [-2.000, 5.771, -2.252], [-1.773, 4.057, -2.428], [-3.927, 4.291, -1.480], [-3.445, 5.657, -0.500], [-3.896, 4.062, 1.061], [-2.158, 4.030, 1.000], [-3.985, 1.847, 0.755], [-2.242, 1.776, 0.721], [-4.203, 1.778, -1.573], [-2.542, 2.291, -1.873], [-3.025, -0.314, -0.417], [-1.604, 0.249, -1.281], [-1.713, -1.891, -4.809], [-1.129, -2.339, -3.207], [-0.301, 0.171, -3.038], [-0.757, 0.318, -4.710], [0.801, -1.750, -5.084], [1.597, -0.191, -4.835], [1.541, -2.633, -3.087], [2.785, -1.387, -3.220], [-0.544, -1.565, -1.329], [-4.841, -2.444, -3.862], [-3.637, -3.876, -2.499], [-3.727, -2.881, -1.062], [-5.146, -3.802, -1.607], [-5.852, -0.189, -2.488], [-6.741, -1.455, -3.293], [-7.664, -1.113, -1.162], [-6.921, -2.690, -1.114], [-5.211, -1.946, 0.415], [-5.328, -0.274, -0.142], [-6.582, -0.971, 0.913], [7.129, -0.822, 4.928], [5.804, -1.265, 5.543], [5.219, -2.525, 4.904], [4.867, -2.512, 3.420], [3.792, -1.556, 2.957], [4.323, -0.155, 2.763], [4.934, -0.164, 1.377], [3.910, -0.962, 0.564], [3.317, -1.965, 1.558], [2.636, -1.567, 3.894], [7.074, -0.712, 3.842], [7.447, 0.138, 5.334], [7.915, -1.548, 5.141], [5.082, -0.445, 5.530], [5.963, -1.484, 6.600], [4.353, -2.861, 5.477], [5.954, -3.328, 5.001], [4.497, -3.502, 3.158], [5.739, -2.315, 2.798], [3.462, 0.512, 2.804], [5.010, 0.094, 3.563], [5.908, -0.657, 1.389], [5.084, 0.845, 1.000], [4.349, -1.459, -0.297], [3.119, -0.314, 0.187], [3.630, -2.988, 1.376], [2.235, -1.932, 1.548], [2.940, -1.166, 4.857], [2.279, -2.588, 4.005], [1.850, -0.948, 3.470]],
  "gap_ev": 5.89,
  "e_homo_ev": -6.48,
  "e_lumo_ev": -0.6
}

(3)
{
  "formula": "C28H59FN3O9P2ScSi6Te",
  "method": "wB97M-V/def2-TZVPD",
  "species": ["Sc", "C", "Si", "C", "C", "C", "C", "C", "C", "C", "C", "N", "Si", "C", "C", "C", "H", "H", "H", "H", "H", "H", "H", "H", "H", "H", "H", "H", "H", "H", "H", "H", "H", "H", "H", "H", "H", "H", "O", "P", "O", "O", "O", "P", "O", "O", "O", "H", "H", "C", "Si", "C", "C", "Si", "Te", "Si", "C", "C", "C", "Si", "C", "C", "C", "H", "H", "H", "H", "H", "H", "H", "H", "H", "H", "H", "H", "H", "H", "H", "H", "H", "H", "H", "H", "H", "H", "H", "H", "H", "H", "H", "O", "C", "N", "C", "O", "C", "C", "C", "C", "N", "C", "H", "H", "H", "H", "H", "H", "H", "H", "F"],
  "coordinates": [[0.759, -1.531, 1.383], [0.680, -0.594, 5.439], [0.092, -2.310, 4.936], [-0.991, -2.869, 6.413], [1.495, -3.584, 5.047], [-0.697, -2.386, 3.258], [-0.540, -3.755, 2.748], [-1.268, -4.889, 3.160], [-0.981, -6.128, 2.635], [0.033, -6.253, 1.688], [0.693, -5.100, 1.306], [0.410, -3.904, 1.808], [-2.391, -1.648, 3.018], [-3.411, -2.544, 1.700], [-3.529, -1.735, 4.554], [-2.332, 0.192, 2.611], [1.361, -0.660, 6.294], [-0.171, 0.019, 5.750], [1.183, -0.064, 4.632], [-0.341, -3.000, 7.285], [-1.476, -3.830, 6.220], [-1.767, -2.151, 6.680], [2.046, -3.461, 5.987], [2.189, -3.536, 4.212], [1.059, -4.588, 5.061], [-2.046, -4.763, 3.904], [-1.537, -7.001, 2.961], [0.299, -7.208, 1.255], [1.489, -5.130, 0.568], [-3.517, -3.611, 1.916], [-2.948, -2.431, 0.721], [-4.415, -2.108, 1.681], [-3.611, -2.740, 4.974], [-4.530, -1.415, 4.245], [-3.206, -1.065, 5.355], [-1.510, 0.466, 1.948], [-2.228, 0.787, 3.523], [-3.262, 0.496, 2.121], [2.029, 2.258, 3.444], [2.378, 1.160, 2.316], [3.027, 1.835, 1.160], [1.103, 0.352, 2.147], [3.404, 0.208, 3.078], [3.900, -1.355, 2.643], [4.305, -1.824, 4.166], [3.144, -0.799, -0.157], [2.524, -2.029, 2.384], [2.421, 3.092, 3.163], [3.539, -1.761, 4.757], [-1.180, 3.410, -6.026], [-0.040, 2.551, -4.770], [0.293, 0.807, -5.413], [1.606, 3.489, -4.781], [-0.913, 2.491, -2.599], [0.075, 0.760, -1.243], [-3.213, 2.067, -2.751], [-4.223, 3.455, -3.576], [-3.471, 0.487, -3.759], [-3.935, 1.776, -1.033], [-0.581, 4.613, -1.681], [-1.592, 4.798, -0.094], [-1.106, 6.008, -2.865], [1.230, 4.865, -1.229], [-0.708, 3.408, -7.014], [-1.390, 4.445, -5.751], [-2.136, 2.888, -6.110], [0.898, 0.835, -6.324], [-0.641, 0.284, -5.632], [0.814, 0.226, -4.649], [2.128, 3.343, -5.732], [2.249, 3.137, -3.974], [1.458, 4.561, -4.634], [-3.846, 3.718, -4.565], [-4.217, 4.362, -2.966], [-5.264, 3.131, -3.682], [-3.208, 0.626, -4.811], [-4.516, 0.164, -3.707], [-2.840, -0.306, -3.355], [-4.035, 2.707, -0.469], [-3.281, 1.111, -0.465], [-4.923, 1.311, -1.108], [-2.659, 4.910, -0.305], [-1.260, 5.677, 0.468], [-1.465, 3.918, 0.539], [-2.154, 5.918, -3.161], [-0.503, 6.002, -3.776], [-0.970, 6.981, -2.381], [1.547, 4.101, -0.517], [1.364, 5.852, -0.770], [1.895, 4.791, -2.089], [4.309, 2.053, -1.237], [4.032, 1.090, -2.182], [4.974, -0.074, -2.050], [4.696, -1.281, -2.668], [5.486, -1.830, -3.416], [3.422, -1.958, -2.267], [2.868, -2.940, -3.080], [1.697, -3.581, -2.713], [1.100, -3.206, -1.517], [1.631, -2.292, -0.714], [2.760, -1.689, -1.061], [3.791, 1.911, -0.401], [4.212, 1.519, -3.172], [3.000, 0.731, -2.125], [5.923, 0.215, -2.257], [3.375, -3.178, -4.007], [1.237, -4.328, -3.342], [0.150, -3.607, -1.188], [4.039, -0.457, -0.335], [-0.850, -1.878, 0.395]],
  "gap_ev": 5.56,
  "e_homo_ev": -1.45,
  "de_lowest_ev": 2.4800,
  "e_lumo_ev": 4.1,
  "charge": -2
}

(4)
{
  "formula": "C28H59N6OS2",
  "method": "wB97M-V/def2-TZVPD",
  "species": ["C", "C", "N", "C", "C", "C", "S", "S", "C", "C", "C", "C", "N", "C", "N", "C", "C", "C", "C", "N", "C", "C", "O", "N", "N", "H", "H", "H", "H", "H", "H", "H", "H", "H", "H", "H", "H", "H", "H", "H", "H", "H", "H", "H", "H", "H", "H", "H", "H", "H", "H", "H", "H", "H", "H", "H", "C", "C", "C", "C", "C", "C", "H", "H", "H", "H", "H", "H", "H", "H", "H", "H", "H", "H", "H", "H", "C", "C", "C", "C", "C", "C", "H", "H", "H", "H", "H", "H", "H", "H", "H", "H", "H", "H", "H", "H"],
  "coordinates": [[-2.968, -3.769, 0.323], [-3.355, -3.175, -1.034], [-2.692, -1.913, -1.389], [-1.226, -2.048, -1.516], [-0.667, -1.590, -2.867], [-3.131, -0.750, -0.840], [-2.388, 0.688, -1.091], [-4.654, -0.798, 0.120], [-4.013, -0.392, 1.770], [-4.785, 0.809, 2.306], [-4.719, 1.046, 3.847], [-3.684, 0.271, 4.566], [-2.513, 0.763, 4.928], [-1.845, -0.241, 5.512], [-0.619, -0.140, 5.992], [0.100, 1.136, 5.956], [1.590, 0.952, 6.273], [2.473, 1.127, 5.027], [2.862, -0.221, 4.407], [2.939, -0.130, 2.944], [2.850, -1.337, 2.256], [3.805, -1.558, 1.117], [2.010, -2.154, 2.555], [-2.606, -1.353, 5.527], [-3.784, -1.012, 4.922], [-2.887, -4.853, 0.240], [-3.730, -3.565, 1.073], [-2.004, -3.410, 0.679], [-3.127, -3.889, -1.824], [-4.430, -3.035, -1.068], [-0.989, -3.101, -1.379], [-0.744, -1.506, -0.702], [0.052, -2.309, -3.253], [-0.160, -0.633, -2.760], [-1.470, -1.430, -3.582], [-4.174, -1.291, 2.365], [-2.946, -0.191, 1.696], [-5.830, 0.708, 2.027], [-4.396, 1.696, 1.811], [-5.697, 0.891, 4.302], [-4.448, 2.083, 4.030], [-0.175, -0.954, 6.382], [-0.024, 1.588, 4.977], [-0.362, 1.813, 6.675], [1.872, 1.666, 7.043], [1.768, -0.043, 6.687], [3.351, 1.720, 5.273], [1.930, 1.654, 4.244], [2.061, -0.929, 4.613], [3.796, -0.584, 4.839], [3.774, 0.362, 2.651], [3.229, -1.787, 0.224], [4.443, -2.399, 1.374], [4.418, -0.682, 0.914], [-2.405, -2.275, 5.875], [-4.565, -1.630, 4.780], [0.185, -0.596, -9.792], [-0.263, -0.381, -8.349], [0.324, -1.397, -7.371], [-0.071, -2.850, -7.639], [-1.575, -3.115, -7.651], [-2.251, -2.806, -6.318], [-0.136, -1.567, -10.174], [-0.236, 0.165, -10.448], [1.272, -0.544, -9.874], [-1.355, -0.397, -8.298], [0.040, 0.620, -8.029], [0.030, -1.120, -6.354], [1.416, -1.324, -7.397], [0.394, -3.482, -6.875], [0.354, -3.175, -8.593], [-1.740, -4.166, -7.899], [-2.055, -2.538, -8.446], [-1.810, -3.403, -5.516], [-3.317, -3.033, -6.358], [-2.150, -1.753, -6.052], [4.214, 6.074, 2.213], [3.320, 4.891, 2.573], [3.931, 3.536, 2.220], [4.197, 3.310, 0.732], [2.959, 3.409, -0.158], [1.920, 2.333, 0.159], [4.403, 6.125, 1.140], [3.750, 7.016, 2.506], [5.177, 6.003, 2.722], [2.349, 5.003, 2.085], [3.123, 4.911, 3.649], [3.271, 2.748, 2.596], [4.878, 3.425, 2.761], [4.636, 2.314, 0.597], [4.957, 4.016, 0.391], [3.271, 3.294, -1.198], [2.512, 4.403, -0.086], [2.356, 1.338, 0.041], [1.062, 2.403, -0.510], [1.544, 2.415, 1.181]],
  "gap_ev": 7.45,
  "e_homo_ev": -10.16,
  "e_lumo_ev": -2.7,
  "charge": 1
}